(a)
Formula: H17O9
Source: the Open Molecules 2025 dataset
Level of theory: the ωB97M-V functional and the def2-TZVPD basis

total charge = -1

Cartesian coordinates (Å):
O: -2.065 1.344 -1.412
H: 0.151 0.255 4.081
H: -0.368 -3.127 0.535
O: 1.904 -2.254 -2.277
H: 1.915 -1.433 -1.797
O: 1.687 -0.072 1.230
H: 0.946 -0.592 0.868
H: 1.414 0.839 1.149
O: -0.389 -0.289 -0.637
H: -0.617 2.336 -0.422
H: -1.869 -1.085 1.551
O: -0.956 -3.019 -0.218
H: -1.369 0.639 -1.016
H: 0.437 0.179 -0.556
O: 0.283 2.314 -0.044
H: -1.012 -0.138 0.703
H: 0.278 2.855 0.745
O: 0.833 -0.379 3.887
H: 0.816 -0.626 2.953
H: 0.969 -2.451 -2.186
O: 1.094 1.986 -2.685
H: 0.866 1.480 -1.896
H: 0.224 2.233 -3.018
O: -1.311 -0.311 1.694
H: -1.001 -2.053 -0.356
H: -2.857 1.367 -0.873

(b)
Formula: H17O9
Source: the Open Molecules 2025 dataset
Level of theory: the ωB97M-V functional and the def2-TZVPD basis

total charge = -1

Cartesian coordinates (Å):
O: -0.212 -0.221 -0.649
H: 0.270 0.225 0.097
O: -1.065 1.575 -2.285
H: -0.341 1.673 -2.875
H: -0.929 0.965 -1.560
O: 0.721 -2.288 1.125
H: 0.634 -1.533 0.281
H: 0.129 -2.134 1.876
O: -1.939 -2.292 -1.420
H: -2.489 -1.772 -2.021
H: -1.289 -1.408 -1.278
O: 2.569 1.544 -0.279
H: 2.136 1.405 0.546
H: 2.263 0.911 -0.943
O: 1.665 -0.762 -2.470
H: 0.812 -0.666 -1.902
H: 2.246 -1.268 -1.912
O: -0.245 -0.844 2.706
H: 0.539 -0.343 2.886
H: -0.694 -0.356 1.978
O: 0.690 1.989 1.575
H: 0.094 2.607 1.246
H: 0.825 2.628 2.227
O: -2.393 -0.179 1.118
H: -2.290 0.740 1.474
H: -1.708 -0.196 0.459

Energetically preferred structure: (a) | next structure: +197.4 kJ/mol

(a)
Formula: H3N2PS
Source: the Open Molecules 2025 dataset
Level of theory: the ωB97M-V functional and the def2-TZVPD basis

Cartesian coordinates (Å):
N: 1.529 0.093 0.112
N: 2.270 -0.873 0.032
P: 0.471 1.160 -0.001
S: -2.615 0.448 -0.002
H: 2.657 -1.092 0.885
H: -1.843 -0.875 0.022
H: -2.469 1.139 -1.049

(b)
Formula: H3N2PS
Source: the Open Molecules 2025 dataset
Level of theory: the ωB97M-V functional and the def2-TZVPD basis

Cartesian coordinates (Å):
N: -0.661 1.067 1.099
N: -0.084 0.190 1.723
P: -1.273 2.021 0.131
S: 1.332 -1.305 -1.803
H: -0.235 0.157 2.726
H: 0.600 -1.102 -2.886
H: 0.320 -1.028 -0.990

Energetically preferred structure: (b) | next structure: +106.3 kJ/mol

(a)
Formula: C2H13NO4
Source: the Open Molecules 2025 dataset
Level of theory: the ωB97M-V functional and the def2-TZVPD basis

SMILES string = C=NC.O.O.O.O

Cartesian coordinates (Å):
C: -2.903 1.890 -0.396
C: -1.251 0.870 -1.650
N: -2.243 0.699 -0.877
H: -3.516 1.710 0.489
H: -3.642 2.298 -1.102
H: -2.234 2.697 -0.108
H: -0.630 -0.021 -1.709
H: -0.978 1.782 -2.139
H: 3.277 0.147 2.109
H: 2.008 0.428 1.279
O: 2.369 0.456 2.170
H: 3.206 -1.277 -1.386
H: 2.030 -0.875 -0.528
O: 3.002 -0.867 -0.536
H: -0.438 -1.231 2.699
H: 0.858 -0.868 2.011
O: 0.114 -1.486 1.953
H: 0.617 -2.595 -1.350
H: 0.057 -1.962 -0.002
O: 0.297 -1.792 -0.927

(b)
Formula: C2H13NO4
Source: the Open Molecules 2025 dataset
Level of theory: the ωB97M-V functional and the def2-TZVPD basis

SMILES string = CNCO.O.O.O

Cartesian coordinates (Å):
C: 0.903 0.523 -1.135
N: -0.486 0.778 -1.442
C: -1.402 -0.179 -0.890
O: -1.245 -1.525 -1.396
H: 1.044 0.477 -0.070
H: 1.511 1.337 -1.570
H: 1.322 -0.375 -1.580
H: -0.710 0.999 -2.420
H: -1.357 -0.127 0.198
H: -2.421 0.097 -1.200
H: -0.973 -1.614 -2.351
H: 1.576 -0.026 3.211
H: 1.024 -0.515 1.805
O: 0.841 0.020 2.601
H: 0.070 -2.088 0.285
H: 1.451 -2.576 0.857
O: 0.931 -1.797 0.633
H: -0.430 1.491 1.767
H: -0.586 2.928 1.177
O: -1.063 2.172 1.519

(c)
Formula: C2H13NO4
Source: the Open Molecules 2025 dataset
Level of theory: the ωB97M-V functional and the def2-TZVPD basis

SMILES string = C=CN.O.O.O.O

Cartesian coordinates (Å):
C: -0.169 1.171 0.317
C: -0.497 1.565 -0.919
N: 0.507 2.047 -1.804
H: 0.803 1.265 0.769
H: -0.981 0.742 0.893
H: -1.535 1.769 -1.144
H: 1.154 1.287 -1.917
H: 0.116 2.286 -2.703
H: 2.749 -1.886 -1.506
H: 3.003 -0.470 -1.324
O: 2.289 -1.061 -1.644
H: -5.744 3.615 2.879
H: -5.116 4.960 2.498
O: -5.132 4.021 2.279
H: 3.700 -4.068 -0.069
H: 2.265 -3.975 0.370
O: 3.109 -3.545 0.487
H: -0.308 -2.465 0.981
H: -0.397 -4.011 0.823
O: 0.185 -3.247 0.735

(d)
Formula: C2H13NO4
Source: the Open Molecules 2025 dataset
Level of theory: the ωB97M-V functional and the def2-TZVPD basis

SMILES string = C=CN.O.O.O.O

Cartesian coordinates (Å):
C: -1.157 0.709 -0.025
C: -1.496 -0.410 -0.654
N: -1.954 -0.400 -1.999
H: -1.235 1.724 -0.384
H: -0.604 0.584 0.905
H: -1.270 -1.387 -0.240
H: -1.350 0.180 -2.573
H: -2.899 -0.502 -2.339
H: -0.762 3.525 -2.133
H: 0.331 3.047 -1.264
O: 0.190 3.394 -2.164
H: 1.300 0.641 -2.723
H: 1.286 -0.624 -3.672
O: 0.773 0.127 -3.321
H: 4.309 -3.665 1.831
H: 5.160 -4.522 1.130
O: 4.222 -4.493 1.344
H: -2.175 0.323 5.833
H: -1.080 1.139 5.921
O: -1.590 0.609 6.526

Energetically preferred structure: (b) | next structure: +44.2 kJ/mol

(a)
Formula: C2H13NO4
Source: the Open Molecules 2025 dataset
Level of theory: the ωB97M-V functional and the def2-TZVPD basis

SMILES string = CNCO.O.O.O

Cartesian coordinates (Å):
C: -2.213 1.750 -2.561
N: -1.389 2.070 -1.428
C: -0.691 1.028 -0.747
O: -1.522 0.212 0.098
H: -2.982 2.491 -2.733
H: -2.847 0.866 -2.408
H: -1.619 1.628 -3.464
H: -1.699 2.790 -0.800
H: -0.116 0.397 -1.422
H: 0.001 1.532 -0.074
H: -2.433 0.421 -0.142
H: -2.410 -0.818 2.645
H: -2.603 -2.317 2.761
O: -1.976 -1.656 2.446
H: 3.142 -0.242 1.503
H: 2.436 -0.791 0.231
O: 2.802 0.003 0.635
H: 5.430 -2.426 1.454
H: 4.994 -3.795 1.954
O: 5.694 -3.141 2.055

(b)
Formula: C2H13NO4
Source: the Open Molecules 2025 dataset
Level of theory: the ωB97M-V functional and the def2-TZVPD basis

SMILES string = C=NC.O.O.O.O

Cartesian coordinates (Å):
C: -1.512 0.170 -1.350
C: 0.788 -0.206 -1.297
N: -0.365 -0.740 -1.203
H: -1.158 1.203 -1.313
H: -2.068 -0.036 -0.424
H: -2.205 -0.082 -2.145
H: 1.619 -0.883 -1.140
H: 0.857 0.871 -1.448
H: 1.347 1.731 2.937
H: 0.436 0.641 2.365
O: 0.756 1.543 2.207
H: -0.961 -1.191 2.123
H: 0.051 -0.696 0.994
O: -0.067 -0.963 1.903
H: -0.041 3.564 -0.201
H: 0.295 2.279 0.559
O: 0.410 2.721 -0.301
H: 0.151 -2.666 -0.929
H: 0.859 -4.039 -0.905
O: 0.809 -3.221 -0.431

Energetically preferred structure: (b) | next structure: +31.4 kJ/mol

(a)
Formula: C3H8NO
Source: the Open Molecules 2025 dataset
Level of theory: the ωB97M-V functional and the def2-TZVPD basis

total charge = +1

Cartesian coordinates (Å):
C: 0.347 -0.986 0.526
C: -0.593 1.066 0.222
C: 0.955 -2.196 -0.084
N: -1.106 2.037 -0.729
O: 0.038 -0.009 -0.215
H: 0.072 -0.847 1.692
H: -0.991 1.046 1.203
H: 1.371 -2.959 0.709
H: 1.837 -1.978 -0.768
H: 0.166 -2.765 -0.729
H: -0.559 1.960 -1.669
H: -0.868 2.985 -0.423
H: -2.102 1.819 -0.880

(b)
Formula: C3H8NO
Source: the Open Molecules 2025 dataset
Level of theory: the ωB97M-V functional and the def2-TZVPD basis

total charge = +1

Cartesian coordinates (Å):
C: -2.095 1.883 1.686
N: -0.912 1.473 1.416
H: -2.788 1.746 0.850
H: -2.314 2.111 2.772
H: -0.679 1.170 0.479
H: -0.191 1.291 2.105
O: 0.840 0.227 -0.483
C: 1.351 -0.516 -1.301
C: 1.193 -1.987 -1.386
H: 2.266 -0.154 -1.806
H: 1.968 -2.560 -0.860
H: 1.148 -2.278 -2.454
H: 0.215 -2.405 -1.017

(c)
Formula: C3H8NO
Source: the Open Molecules 2025 dataset
Level of theory: the ωB97M-V functional and the def2-TZVPD basis

total charge = +1

Cartesian coordinates (Å):
C: -0.583 0.865 -0.098
C: 1.201 -0.634 -0.572
C: -0.302 0.228 1.281
N: 0.021 0.144 -1.104
O: -0.948 -0.913 1.503
H: -1.648 1.087 -0.449
H: -0.115 1.867 -0.104
H: 2.313 -0.348 -0.546
H: 1.001 -1.744 -0.669
H: 0.078 0.853 1.984
H: -0.591 -0.582 -1.556
H: 0.230 0.691 -1.969
H: -0.658 -1.513 2.300

(d)
Formula: C3H8NO
Source: the Open Molecules 2025 dataset
Level of theory: the ωB97M-V functional and the def2-TZVPD basis

total charge = +1

Cartesian coordinates (Å):
C: 2.371 -0.712 0.467
N: 1.242 -0.210 0.762
H: 2.767 -0.543 -0.531
H: 2.952 -1.173 1.258
H: 0.955 -0.059 1.729
H: 0.301 -0.226 0.280
C: -1.676 0.629 0.311
C: -1.420 -0.110 -0.779
O: -0.770 0.359 -1.900
H: -2.641 0.592 0.800
H: -0.957 1.384 0.610
H: -1.861 -1.096 -0.911
H: -1.262 1.165 -2.097

Energetically preferred structure: (b) | next structure: +179.0 kJ/mol

(a)
Formula: C5H15N2O2
Source: the Open Molecules 2025 dataset
Level of theory: the ωB97M-V functional and the def2-TZVPD basis

total charge = +1

Cartesian coordinates (Å):
O: 0.504 -2.349 -1.153
C: 0.128 -1.181 -1.157
N: -0.068 -0.463 -2.251
C: -0.473 0.959 -2.346
C: -0.082 -0.499 0.228
N: 0.596 -1.460 1.174
C: 0.954 -0.846 2.485
C: -1.524 -0.350 0.641
H: 0.200 -0.940 -3.101
H: 0.417 1.550 -2.165
H: -1.216 1.114 -1.580
H: -0.791 1.131 -3.361
H: 0.465 0.429 0.230
H: 1.404 -1.853 0.684
H: 0.006 -2.273 1.358
H: 0.106 -0.826 3.161
H: 1.294 0.178 2.336
H: 1.784 -1.372 2.933
H: -2.004 0.421 0.040
H: -2.133 -1.242 0.501
H: -1.608 0.060 1.647
H: 1.273 3.477 -0.554
H: 0.240 3.418 0.511
O: 0.531 2.918 -0.262

(b)
Formula: C5H15N2O2
Source: the Open Molecules 2025 dataset
Level of theory: the ωB97M-V functional and the def2-TZVPD basis

total charge = +1

Cartesian coordinates (Å):
N: 0.174 2.466 -0.611
C: -0.647 1.673 0.322
C: 0.338 0.891 1.172
N: 0.428 -0.432 1.206
C: -0.774 -2.485 1.817
C: -0.586 -1.357 0.751
C: -0.063 -2.069 -0.547
O: 1.221 1.622 1.616
H: 0.954 2.762 0.012
H: 0.405 1.930 -1.464
H: -0.281 3.327 -0.909
H: -1.523 1.227 -0.154
H: -1.226 2.266 1.035
H: 1.290 -0.759 1.575
H: -1.334 -2.093 2.666
H: 0.231 -2.647 2.208
H: -1.274 -3.305 1.323
H: -1.535 -0.911 0.483
H: -0.379 -1.470 -1.405
H: -0.171 -3.147 -0.611
H: 1.020 -1.916 -0.500
H: 1.972 1.048 -3.170
H: 0.447 1.634 -3.600
O: 1.313 1.744 -3.214

Energetically preferred structure: (a) | next structure: +79.6 kJ/mol

(a)
Formula: C4H5N3S
Source: the Open Molecules 2025 dataset
Level of theory: the ωB97M-V functional and the def2-TZVPD basis

Cartesian coordinates (Å):
C: 1.613 -0.633 0.251
C: 0.458 0.079 -0.050
C: 2.890 -0.053 0.056
C: 0.438 1.454 0.197
N: 3.020 1.194 -0.330
N: -1.842 2.297 -0.019
N: -2.662 1.426 -0.015
S: 1.860 2.298 0.040
H: 1.393 -1.746 0.391
H: -0.355 -0.629 -0.043
H: 3.744 -0.618 -0.096
H: -2.530 0.573 -0.702
H: -3.416 1.165 0.844

(b)
Formula: C4H5N3S
Source: the Open Molecules 2025 dataset
Level of theory: the ωB97M-V functional and the def2-TZVPD basis

SMILES string = C=CSc1nc[nH]n1

Cartesian coordinates (Å):
C: 2.191 0.984 0.016
C: 0.740 -0.536 -0.049
C: -3.213 -0.182 -0.004
C: -1.910 0.050 0.015
N: 0.861 0.801 -0.062
N: 1.820 -1.227 -0.018
N: 2.800 -0.224 -0.030
S: -0.963 -1.410 0.079
H: 2.783 1.926 0.103
H: -4.035 0.579 0.217
H: -3.618 -1.213 -0.345
H: -1.254 0.845 0.280
H: 3.798 -0.393 -0.202

(c)
Formula: C4H5N3S
Source: the Open Molecules 2025 dataset
Level of theory: the ωB97M-V functional and the def2-TZVPD basis

SMILES string = C=NNC(=S)CC#N

Cartesian coordinates (Å):
C: 0.742 -0.044 -2.878
C: 0.230 0.522 0.571
C: 0.135 -0.757 1.356
C: -0.752 -1.783 0.698
H: 1.149 -0.818 -3.753
H: 0.888 1.060 -3.264
H: 0.682 1.525 -1.094
H: -0.036 -0.464 2.510
H: 1.247 -1.152 1.410
N: 0.704 -0.403 -1.701
N: 0.340 0.547 -0.773
N: -1.266 -2.802 0.302
S: -0.282 1.927 1.307

Energetically preferred structure: (b) | next structure: +172.7 kJ/mol

(a)
Formula: C4H5N3S
Source: the Open Molecules 2025 dataset
Level of theory: the ωB97M-V functional and the def2-TZVPD basis

SMILES string = [H]/N=c1/cccnn1S

Cartesian coordinates (Å):
C: 0.186 2.091 -0.166
C: -1.154 1.921 -0.572
C: -1.668 0.657 -0.643
C: -0.899 -0.501 -0.271
H: 2.418 -0.619 1.051
H: 0.661 3.061 -0.044
H: -1.718 2.751 -0.967
H: -2.695 0.439 -0.958
H: -0.747 -2.420 -0.106
N: 0.428 -0.169 0.136
N: 0.956 1.099 0.219
N: -1.387 -1.645 -0.301
S: 1.457 -1.451 0.660

(b)
Formula: C4H5N3S
Source: the Open Molecules 2025 dataset
Level of theory: the ωB97M-V functional and the def2-TZVPD basis

SMILES string = Cc1n[nH]cnc1=S

Cartesian coordinates (Å):
C: -0.657 -1.303 -1.444
C: 0.086 0.421 0.390
C: 1.055 -0.506 -0.217
C: 0.564 1.355 1.393
N: 0.615 -1.322 -1.260
N: -1.168 0.263 0.166
N: -1.568 -0.572 -0.758
S: 2.634 -0.490 0.108
H: -1.064 -1.782 -2.426
H: 0.460 0.824 2.422
H: 0.047 2.390 1.483
H: 1.649 1.422 1.126
H: -2.653 -0.702 -0.985

Energetically preferred structure: (b) | next structure: +15.5 kJ/mol

(a)
Formula: C6H8O3
Source: the Open Molecules 2025 dataset
Level of theory: the ωB97M-V functional and the def2-TZVPD basis

Cartesian coordinates (Å):
C: 0.227 1.977 -0.394
C: 0.085 -0.278 2.266
C: 0.192 -0.869 -1.449
C: -0.285 -1.287 -0.108
C: 0.680 0.581 -0.206
C: 0.154 -0.382 0.787
O: 1.374 0.012 -1.201
O: -0.692 -0.367 -2.368
O: -1.006 -2.409 0.058
H: -0.219 -0.316 -3.208
H: -1.038 -2.873 -0.794
H: -0.681 1.953 -1.016
H: 0.026 2.447 0.570
H: 0.984 2.570 -0.912
H: -0.506 0.587 2.584
H: 1.086 -0.176 2.699
H: -0.381 -1.169 2.691

(b)
Formula: C6H8O3
Source: the Open Molecules 2025 dataset
Level of theory: the ωB97M-V functional and the def2-TZVPD basis

SMILES string = C1O[C@@H]2[C@@H]3COC[C@]23O1

Cartesian coordinates (Å):
C: 1.855 1.329 -0.410
C: 1.043 -0.751 0.166
C: -0.563 -0.954 0.929
C: -1.753 -1.232 0.109
C: -0.893 0.563 -0.720
C: 0.086 0.290 0.516
H: 1.553 1.890 -1.333
H: 2.826 1.394 0.053
H: 1.599 -1.002 1.223
H: -0.351 -1.219 1.858
H: -2.723 -0.658 0.658
H: -1.958 -2.463 0.189
H: -1.628 1.384 -0.394
H: -0.307 0.850 -1.622
O: 1.840 -0.160 -0.820
O: -1.431 -0.617 -1.068
O: 0.805 1.354 0.667

Energetically preferred structure: (a) | next structure: +312.1 kJ/mol